DFT (ωB97M-V/def2-TZVPD) results for a single C16H26N2O4S molecule in a non-equilibrium geometry.

```
49
Properties=species:S:1:pos:R:3:nbo_charge:R:1
C 1.743 0.570 -3.840 -0.621
C 1.448 1.762 -2.932 -0.076
O 1.448 1.263 -1.575 -0.511
C 1.524 2.207 -0.593 0.805
O 1.766 3.401 -0.782 -0.582
C 1.338 1.613 0.762 -0.199
C 0.146 1.000 1.328 -0.359
S -1.481 0.833 0.501 2.242
O -1.483 1.645 -0.729 -0.944
O -2.555 1.246 1.425 -0.925
N -1.646 -0.846 0.075 -0.652
C -0.502 -1.353 -0.678 -0.236
C -0.601 -2.820 -0.997 -0.399
C -1.939 -3.156 -1.642 -0.402
C -3.094 -2.698 -0.737 -0.398
C -2.991 -1.188 -0.449 -0.057
C -3.430 -0.401 -1.704 -0.638
C 0.448 0.570 2.605 0.201
C -0.482 -0.181 3.528 -0.658
N 1.805 0.945 2.839 -0.327
C 2.483 0.844 4.116 -0.403
C 2.328 1.578 1.734 0.194
C 3.666 2.222 1.628 -0.648
H 2.687 0.129 -3.549 0.211
H 0.922 -0.150 -3.714 0.205
H 1.712 0.850 -4.909 0.217
H 2.196 2.554 -3.125 0.195
H 0.492 2.179 -3.203 0.194
H -0.546 -0.862 -1.629 0.180
H 0.483 -1.161 -0.233 0.230
H 0.237 -3.088 -1.681 0.215
H -0.525 -3.374 -0.085 0.197
H -1.999 -4.233 -1.826 0.212
H -2.026 -2.654 -2.618 0.198
H -4.056 -2.974 -1.225 0.219
H -3.045 -3.271 0.210 0.204
H -3.690 -0.945 0.339 0.224
H -2.612 -0.333 -2.444 0.209
H -3.733 0.600 -1.430 0.235
H -4.287 -0.880 -2.187 0.208
H -1.364 -0.570 2.994 0.262
H -0.762 0.490 4.337 0.229
H -0.004 -1.047 3.983 0.219
H 2.614 1.848 4.468 0.208
H 1.889 0.278 4.825 0.222
H 3.476 0.376 4.012 0.209
H 4.404 1.689 2.254 0.216
H 3.615 3.318 1.935 0.239
H 3.985 2.176 0.616 0.241
```

Computed properties:
SMILES	CCOC(=O)c1c(S(=O)(=O)N2CCCC[C@@H]2C)c(C)n(C)c1C
spin multiplicity	1
Kohn-Sham gap	9.1	eV
total charge	0


DFT (ωB97M-V/def2-TZVPD) results for 2 unconnected molecules or ions with the total composition C16H26NO4 in a non-equilibrium geometry.

```
47
Properties=species:S:1:pos:R:3:nbo_charge:R:1
C 1.270 4.031 4.020 -0.266
O 0.270 2.955 4.083 -0.565
C -1.042 3.587 4.281 -0.069
C -2.197 2.797 3.445 -0.427
C -1.977 2.890 1.845 -0.404
C -2.249 1.477 1.075 -0.409
C -1.291 1.427 -0.220 -0.416
C -2.056 1.262 -1.626 -0.409
C -1.249 0.444 -2.752 -0.411
C 0.341 0.684 -2.767 -0.416
C 1.050 -0.513 -3.635 -0.435
C 1.441 -1.739 -2.679 0.183
C 2.910 -2.284 -2.786 -0.268
C 3.396 -3.498 -1.892 -0.263
C 2.364 -4.120 -0.895 -0.195
C 0.953 -3.489 -0.833 -0.020
N 0.567 -2.365 -1.699 -0.582
H 1.026 4.785 4.849 0.172
H 2.299 3.549 4.214 0.204
H 1.263 4.578 3.011 0.175
H -1.299 3.665 5.403 0.182
H -0.953 4.648 3.852 0.163
H -2.128 1.700 3.775 0.215
H -3.229 3.258 3.702 0.207
H -2.635 3.726 1.395 0.198
H -0.882 3.251 1.702 0.203
H -3.364 1.427 0.828 0.209
H -1.902 0.653 1.804 0.215
H -0.487 0.615 -0.026 0.215
H -0.713 2.431 -0.280 0.202
H -3.024 0.657 -1.410 0.203
H -2.426 2.294 -2.007 0.203
H -1.643 0.828 -3.776 0.210
H -1.547 -0.678 -2.733 0.196
H 0.847 0.655 -1.744 0.224
H 0.544 1.644 -3.368 0.209
H 2.057 -0.056 -3.985 0.227
H 0.447 -0.805 -4.562 0.222
H 3.683 -1.834 -3.507 0.222
H 4.444 -3.944 -1.911 0.234
H 2.587 -5.020 -0.187 0.338
H 0.162 -3.909 -0.102 0.266
H -0.402 -2.018 -1.572 0.415
C 1.167 -7.438 -0.118 0.906
O 0.548 -8.072 -0.989 -0.770
O 0.631 -6.872 0.885 -0.747
O 2.425 -7.262 -0.107 -0.749
```

Computed properties:
spin multiplicity	1
Kohn-Sham gap	3.0	eV
total charge	-1


DFT (ωB97M-V/def2-TZVPD) results for 4 unconnected molecules or ions with the total composition C16H26NO7 in a non-equilibrium geometry.

```
50
Properties=species:S:1:pos:R:3:nbo_charge:R:1
O 0.773 3.846 -2.850 -0.475
N 1.192 2.550 -2.753 0.033
C 1.811 2.029 -1.758 0.261
C 2.034 0.554 -2.054 -0.495
C 0.928 0.249 -3.135 -0.397
C 0.978 1.602 -3.867 -0.266
H -0.119 3.853 -2.456 0.500
H 2.108 2.569 -0.857 0.257
H 3.060 0.249 -2.299 0.273
H 1.712 -0.022 -1.166 0.283
H -0.026 0.132 -2.592 0.260
H 1.204 -0.633 -3.720 0.258
H 1.944 1.575 -4.409 0.228
H 0.228 1.865 -4.618 0.261
O -0.691 -1.055 -0.931 -0.644
C -1.851 -1.341 -1.096 0.820
O -2.395 -1.503 -2.317 -0.491
C -3.814 -1.740 -2.190 -0.072
C -4.002 -2.256 -0.775 -0.430
C -2.892 -1.533 -0.022 -0.542
H -4.337 -0.797 -2.364 0.181
H -4.125 -2.459 -2.945 0.210
H -4.999 -2.072 -0.380 0.236
H -3.822 -3.332 -0.746 0.225
H -3.210 -0.551 0.337 0.239
H -2.494 -2.125 0.801 0.282
O -0.929 2.928 4.537 -0.521
C -0.430 3.027 3.461 0.782
O -0.465 2.031 2.527 -0.490
C 0.306 2.408 1.387 -0.074
C 0.373 3.928 1.427 -0.436
C 0.350 4.207 2.925 -0.528
H 1.296 1.945 1.468 0.169
H -0.186 2.036 0.485 0.179
H 1.245 4.338 0.915 0.212
H -0.520 4.351 0.962 0.211
H 1.350 4.194 3.360 0.245
H -0.151 5.141 3.164 0.256
O -1.002 -3.931 1.966 -0.576
C 0.172 -3.731 2.096 0.795
O 0.959 -4.432 2.944 -0.477
C 2.287 -3.881 2.949 -0.072
C 2.413 -3.138 1.630 -0.430
C 0.983 -2.668 1.395 -0.536
H 2.384 -3.219 3.812 0.183
H 3.009 -4.690 3.044 0.205
H 3.148 -2.333 1.657 0.215
H 2.706 -3.833 0.840 0.211
H 0.784 -1.706 1.872 0.234
H 0.726 -2.624 0.340 0.249
```

Computed properties:
spin multiplicity	1
Kohn-Sham gap	7.7	eV
total charge	+1


DFT (ωB97M-V/def2-TZVPD) results for a single C16H26O5 molecule.

```
47
Properties=species:S:1:pos:R:3:nbo_charge:R:1
C -2.273 -4.768 -1.175 -0.267
O -2.636 -3.908 -0.111 -0.548
C -2.282 -2.557 -0.274 0.385
C -0.778 -2.339 -0.444 -0.460
C -0.369 -0.862 -0.476 0.114
O 1.014 -0.834 -0.742 -0.745
C -0.712 -0.093 0.821 -0.262
C -0.184 -0.807 2.065 -0.626
C -0.141 1.341 0.812 0.072
O -0.645 2.082 1.903 -0.711
C -0.406 2.113 -0.500 -0.098
O 0.522 1.833 -1.527 -0.554
C 1.632 2.717 -1.608 -0.096
C 2.584 2.607 -0.442 0.013
C 2.605 3.576 0.552 -0.234
C 3.445 3.443 1.643 -0.203
C 4.271 2.338 1.751 -0.211
C 4.261 1.370 0.761 -0.192
C 3.425 1.504 -0.332 -0.239
O -2.928 -1.970 -1.373 -0.554
C -4.330 -1.891 -1.237 -0.252
H -1.217 -5.048 -1.116 0.172
H -2.474 -4.300 -2.142 0.182
H -2.888 -5.659 -1.064 0.193
H -2.642 -2.099 0.663 0.152
H -0.468 -2.766 -1.398 0.227
H -0.249 -2.857 0.354 0.222
H -0.914 -0.394 -1.308 0.177
H 1.209 0.048 -1.093 0.488
H -1.805 -0.008 0.876 0.188
H -0.775 -1.689 2.296 0.205
H 0.848 -1.103 1.898 0.221
H -0.219 -0.132 2.918 0.226
H 0.939 1.298 0.982 0.196
H -1.609 2.054 1.876 0.460
H -1.394 1.853 -0.898 0.186
H -0.398 3.185 -0.265 0.185
H 1.270 3.750 -1.701 0.176
H 2.134 2.433 -2.537 0.201
H 1.958 4.439 0.475 0.212
H 3.450 4.201 2.412 0.216
H 4.923 2.231 2.606 0.215
H 4.906 0.507 0.839 0.216
H 3.417 0.746 -1.101 0.216
H -4.703 -1.464 -2.166 0.193
H -4.602 -1.244 -0.394 0.164
H -4.771 -2.880 -1.079 0.182
```

Computed properties:
SMILES	COC(C[C@H](O)[C@@H](C)[C@H](O)COCc1ccccc1)OC
spin multiplicity	1
Kohn-Sham gap	10.1	eV
total charge	0


DFT (ωB97M-V/def2-TZVPD) results for 2 unconnected molecules or ions with the total composition C16H27BO8 in a non-equilibrium geometry.

```
52
Properties=species:S:1:pos:R:3:nbo_charge:R:1
C 2.700 -2.409 0.597 -1.027
B 1.380 -1.601 0.285 1.082
O 1.349 -0.707 -0.762 -0.905
C 0.103 -1.891 1.166 -0.613
C -0.066 -1.233 2.557 0.108
C 0.374 0.184 2.778 -0.090
O 1.803 0.217 2.749 -0.558
C 2.312 1.486 2.577 0.811
C 2.394 1.973 1.159 -0.737
O 2.674 2.146 3.530 -0.537
O -1.442 -1.378 2.854 -0.523
C -2.066 -2.097 1.846 0.830
O -2.983 -2.863 2.044 -0.539
C -1.298 -1.748 0.560 -0.151
C -1.578 -2.864 -0.452 -0.611
C -1.656 -0.371 -0.031 -0.418
C -3.095 0.110 0.179 0.101
C -3.381 0.704 1.547 -0.631
O -4.081 -0.865 -0.110 -0.716
H 2.530 -3.480 0.523 0.246
H 3.533 -2.149 -0.049 0.220
H 2.953 -2.225 1.641 0.251
H 2.163 -0.202 -0.754 0.496
H 0.163 -2.953 1.416 0.230
H 0.515 -1.847 3.243 0.194
H 0.051 0.471 3.778 0.200
H -0.063 0.907 2.093 0.184
H 1.387 2.127 0.779 0.270
H 2.862 1.219 0.541 0.212
H 2.923 2.912 1.133 0.241
H -1.002 -3.754 -0.220 0.210
H -2.626 -3.142 -0.456 0.230
H -1.311 -2.563 -1.461 0.205
H -1.007 0.389 0.371 0.238
H -1.459 -0.383 -1.097 0.214
H -3.234 0.928 -0.534 0.156
H -4.121 1.491 1.486 0.216
H -2.474 1.058 2.018 0.204
H -3.789 -0.071 2.191 0.229
H -3.800 -1.390 -0.857 0.464
O 0.031 1.908 -0.998 -0.577
C 0.575 2.044 -2.052 0.810
C -0.070 2.227 -3.410 -0.528
C 1.085 1.934 -4.367 -0.429
C 2.293 2.351 -3.538 -0.070
O 1.924 2.078 -2.173 -0.506
H -0.421 3.257 -3.489 0.241
H -0.904 1.543 -3.532 0.246
H 1.020 2.456 -5.320 0.227
H 1.129 0.864 -4.572 0.215
H 2.512 3.416 -3.628 0.182
H 3.190 1.786 -3.779 0.200
```

Computed properties:
SMILES	CB(O)[C@H]1[C@@H](COC(C)=O)OC(=O)[C@@]1(C)C[C@H](C)O.O=C1CCCO1
spin multiplicity	1
Kohn-Sham gap	9.9	eV
total charge	0